(1)
This record from the Open Molecules 2025 dataset describes a molecular structure, C34H44GeN9O4PdS3Se in a non-equilibrium geometry. The level of theory is ωB97M-V/def2-TZVPD.

Structure (ORCA input):
```
! wB97M-V def2-TZVPD RIJCOSX def2/J DEFGRID3
* xyz 3 5
Pd 12.731 16.511 14.701
S 17.958 15.859 20.162
N 16.366 15.944 20.226
C 15.903 16.013 19.021
C 14.503 16.103 18.600
C 13.460 16.038 19.514
C 12.161 16.210 19.006
C 11.979 16.344 17.646
N 12.967 16.305 16.762
C 14.231 16.220 17.224
C 15.288 16.314 16.245
N 14.925 16.477 14.971
C 15.863 16.515 14.047
C 17.214 16.369 14.317
C 17.621 16.235 15.610
C 16.634 16.201 16.636
C 16.947 16.039 18.020
N 18.135 15.935 18.573
H 13.588 15.791 20.558
H 11.330 16.176 19.698
H 10.963 16.399 17.288
H 15.553 16.554 12.986
H 17.941 16.347 13.501
H 18.661 16.106 15.873
C 7.254 16.344 7.412
C 8.016 15.557 8.450
C 8.515 16.088 9.611
C 9.133 15.285 10.547
C 9.187 13.927 10.403
C 8.664 13.352 9.265
C 8.103 14.180 8.288
S 10.038 12.966 11.614
O 9.595 13.254 12.954
O 10.033 11.617 11.107
N 11.558 13.566 11.682
C 12.368 13.562 10.408
C 13.824 13.397 10.638
C 12.810 16.961 11.286
O 13.031 17.658 10.424
O 12.442 16.380 12.248
H 7.921 16.663 6.605
H 6.825 17.273 7.797
H 6.502 15.719 6.928
H 8.353 17.117 9.899
H 9.532 15.749 11.469
H 8.621 12.241 9.122
H 7.659 13.699 7.410
H 11.563 14.401 12.234
H 12.203 14.560 9.989
H 11.901 12.822 9.774
H 14.562 13.688 9.869
H 14.166 12.647 11.345
C 14.991 22.451 14.147
C 14.552 21.540 15.295
C 13.570 20.547 14.778
N 13.485 19.322 15.081
N 12.462 18.680 14.499
C 11.711 19.448 13.747
N 10.569 19.025 13.075
S 12.297 21.075 13.704
H 15.733 23.211 14.484
H 14.126 22.976 13.764
H 15.454 21.867 13.372
H 14.106 22.142 16.067
H 15.417 20.991 15.718
H 10.062 18.302 13.529
H 10.017 19.758 12.671
C 12.362 7.962 13.536
Ge 13.272 9.333 14.562
C 14.873 10.137 13.818
C 13.391 9.022 16.515
C 11.888 10.895 14.105
Se 11.824 12.421 15.163
C 10.870 11.821 16.744
H 13.002 7.182 13.186
H 11.982 8.398 12.607
H 11.487 7.567 14.070
H 14.645 10.581 12.860
H 15.649 9.428 13.560
H 15.278 10.860 14.512
H 14.278 8.423 16.758
H 12.523 8.498 16.907
H 13.513 9.966 17.116
H 10.939 10.368 14.171
H 12.127 11.208 13.083
H 11.469 11.170 17.366
H 9.941 11.374 16.379
H 10.655 12.719 17.328
C 7.551 14.314 15.271
C 8.013 15.319 14.247
C 9.432 15.693 14.402
N 10.505 16.080 14.504
H 6.486 14.096 15.092
H 7.672 14.614 16.297
H 8.090 13.424 15.090
H 7.465 16.271 14.269
H 8.025 14.874 13.253
*
```

Summary:
E_HOMO (alpha / beta): -15.4 / -15.6 eV
energy above the lowest of the compared OMol25 structures with the same formula, charge and spin: 15.82 kJ/mol
orbital gap (alpha / beta): 7.5 / 5.5 eV
expectation value of S²: 6.012
LUMO (alpha / beta): -7.844 / -10.019 eV



(2)
This record from the Open Molecules 2025 dataset describes a molecular structure, C31H30BN8O2PdSe. The level of theory is ωB97M-V/def2-TZVPD.

Structure (ORCA input):
```
! wB97M-V def2-TZVPD RIJCOSX def2/J DEFGRID3
* xyz 3 5
Pd 0.203 -0.849 -2.644
C 1.334 2.790 -2.198
N 0.222 2.331 -3.002
C -1.110 2.679 -2.578
C -1.827 1.513 -1.957
N -1.273 0.397 -1.410
C -2.385 -0.423 -0.990
C -2.450 -1.709 -0.461
C -3.711 -2.225 -0.226
C -4.881 -1.505 -0.517
C -4.820 -0.247 -1.079
C -3.548 0.254 -1.305
N -3.138 1.451 -1.906
C 2.090 1.620 -1.650
N 1.529 0.481 -1.188
C 2.616 -0.353 -0.757
C 2.665 -1.653 -0.261
C 3.917 -2.176 -0.001
C 5.096 -1.451 -0.235
C 5.055 -0.174 -0.755
C 3.789 0.338 -1.006
N 3.401 1.561 -1.567
H 2.023 3.416 -2.768
H 0.988 3.393 -1.353
H 0.365 2.510 -3.983
H -1.124 3.510 -1.864
H -1.708 2.999 -3.433
H -1.568 -2.295 -0.258
H -3.798 -3.221 0.186
H -5.844 -1.950 -0.312
H -5.712 0.310 -1.336
H -3.755 2.158 -2.286
H 1.777 -2.243 -0.099
H 3.991 -3.183 0.388
H 6.053 -1.903 -0.011
H 5.954 0.391 -0.960
H 4.026 2.296 -1.872
C 0.942 3.160 5.283
C -0.238 2.170 5.250
C -1.568 2.951 5.247
C -0.184 1.291 6.503
C -0.162 1.375 3.965
C -0.110 -0.076 3.991
C -0.034 -0.856 2.865
C -0.015 -0.168 1.659
O 0.052 -0.671 0.437
B 0.077 0.454 -0.505
O -0.044 1.663 0.335
C -0.075 1.272 1.608
C -0.149 2.042 2.735
H 0.892 3.722 6.215
H 0.903 3.877 4.462
H 1.904 2.646 5.253
H -1.624 3.534 6.167
H -2.430 2.282 5.221
H -1.636 3.643 4.407
H -0.220 1.933 7.381
H 0.740 0.713 6.565
H -1.036 0.612 6.569
H -0.131 -0.561 4.956
H 0.007 -1.935 2.909
H -0.192 3.120 2.674
Se 3.110 -2.874 -4.329
N 2.234 -4.328 -5.118
C 0.934 -4.172 -4.847
C -0.102 -5.026 -5.233
C -1.423 -4.675 -4.815
C -1.645 -3.563 -4.072
N -0.608 -2.708 -3.675
C 0.578 -3.026 -4.070
N 1.606 -2.171 -3.666
H 0.094 -5.910 -5.824
H -2.256 -5.302 -5.097
H -2.635 -3.277 -3.748
*
```

Summary:
E_HOMO (alpha / beta): -14.8 / -16.9 eV
energy above the lowest of the compared OMol25 structures with the same formula, charge and spin: 35.02 kJ/mol
orbital gap (alpha / beta): 7.1 / 6.3 eV
expectation value of S²: 6.057
LUMO (alpha / beta): -7.717 / -10.680 eV



(3)
This record from the Open Molecules 2025 dataset describes a molecular structure, C22H28HfN6O2Sb in a non-equilibrium geometry. The level of theory is ωB97M-V/def2-TZVPD.

Structure (ORCA input):
```
! wB97M-V def2-TZVPD RIJCOSX def2/J DEFGRID3
* xyz 3 1
Hf 0.221 -0.029 0.192
C 1.103 -2.547 2.409
C 0.542 -1.331 3.085
C 0.409 -1.342 4.467
C -0.040 -0.217 5.131
C -0.346 0.915 4.384
C -0.213 0.874 3.012
N 0.215 -0.232 2.358
Sb -0.766 2.732 1.980
C 0.903 2.822 0.540
C 1.626 3.996 0.499
C 2.534 4.200 -0.539
C 2.657 3.234 -1.521
C 1.911 2.066 -1.439
C 2.025 1.002 -2.485
N 1.056 1.862 -0.404
C -2.103 1.785 0.521
C -3.387 2.284 0.515
C -4.267 1.885 -0.486
C -3.801 1.043 -1.475
C -2.495 0.568 -1.436
C -2.008 -0.289 -2.563
N -1.660 0.910 -0.419
H 2.020 -2.865 2.907
H 0.400 -3.376 2.511
H 1.322 -2.392 1.356
H 0.679 -2.235 5.016
H -0.129 -0.208 6.210
H -0.686 1.821 4.867
H 1.479 4.754 1.257
H 3.112 5.114 -0.587
H 3.324 3.380 -2.360
H 2.433 1.416 -3.404
H 2.699 0.200 -2.172
H 1.058 0.559 -2.713
H -3.703 2.989 1.273
H -5.281 2.263 -0.511
H -4.439 0.763 -2.302
H -2.430 0.065 -3.503
H -0.925 -0.293 -2.657
H -2.353 -1.316 -2.434
C -2.987 -4.000 0.679
C -2.025 -2.871 0.561
N -2.012 -1.746 1.178
O -2.981 -1.382 2.041
C -0.813 -2.975 -0.322
C -0.212 -4.244 -0.781
N -0.371 -1.802 -0.570
O 0.884 -1.447 -1.001
H -3.816 -3.795 1.353
H -2.476 -4.893 1.044
H -3.399 -4.256 -0.299
H -3.686 -2.048 2.108
H -0.916 -4.777 -1.426
H 0.003 -4.902 0.064
H 0.705 -4.053 -1.334
N 2.627 -0.225 0.775
H 2.890 -0.508 1.716
H 3.221 0.580 0.580
H 2.973 -0.965 0.165
*
```

Summary:
E_HOMO: -18.2 eV
energy above the lowest of the compared OMol25 structures with the same formula, charge and spin: 0.00 kJ/mol
orbital gap: 8.9 eV
LUMO: -9.359 eV



(4)
This record from the Open Molecules 2025 dataset describes a single C3H4N4 molecule in a non-equilibrium geometry. The level of theory is ωB97M-V/def2-TZVPD.

Structure (ORCA input):
```
! wB97M-V def2-TZVPD RIJCOSX def2/J DEFGRID3
* xyz 0 1
C -1.259 0.667 -0.029
C -0.235 1.465 0.034
C -0.130 -1.441 0.084
N -3.052 -1.026 -0.085
N -2.564 1.110 0.129
N -3.282 0.086 0.004
N -1.153 -0.719 -0.081
H 0.711 0.930 -0.174
H -0.130 2.578 0.072
H -0.247 -2.438 -0.208
H 0.890 -0.935 0.115
*
```

Summary:
E_HOMO (alpha / beta): -8.4 / -8.4 eV
energy above the lowest of the compared OMol25 structures with the same formula, charge and spin: 551.94 kJ/mol
orbital gap (alpha / beta): 7.8 / 7.8 eV
LUMO (alpha / beta): -0.590 / -0.590 eV



(5)
This record from the Open Molecules 2025 dataset describes 2 unconnected molecules or ions with the total composition C3H9NO2 in a non-equilibrium geometry. The level of theory is ωB97M-V/def2-TZVPD.

Structure (ORCA input):
```
! wB97M-V def2-TZVPD RIJCOSX def2/J DEFGRID3
* xyz 0 1
O 0.532 1.666 -1.144
C 1.041 2.664 -1.706
C 2.081 3.637 -1.170
H 0.712 3.066 -2.663
H 2.231 4.333 -1.937
H 1.571 4.068 -0.321
H 3.114 3.448 -0.986
N -2.408 -3.315 0.810
C -1.100 -3.082 1.574
O -1.071 -1.766 2.075
H -2.803 -2.486 0.311
H -2.182 -4.003 0.133
H -0.137 -3.320 1.041
H -1.075 -3.779 2.437
H -0.505 -1.131 1.547
*
```

Summary:
SMILES string: CC=O.NCO
E_HOMO: -9.2 eV
energy above the lowest of the compared OMol25 structures with the same formula, charge and spin: 272.03 kJ/mol
orbital gap: 9.9 eV
LUMO: 0.682 eV



(6)
This record from the Open Molecules 2025 dataset describes a molecular structure, C20H28BCl4F8N2OsSb in a non-equilibrium geometry. The level of theory is ωB97M-V/def2-TZVPD.

Structure (ORCA input):
```
! wB97M-V def2-TZVPD RIJCOSX def2/J DEFGRID3
* xyz 3 2
Os -0.202 -0.024 0.078
C -4.001 3.542 -4.413
C -2.482 3.819 -4.326
C -1.812 3.422 -5.660
C -2.249 5.305 -4.059
C -1.917 2.946 -3.242
C -1.223 3.452 -2.130
C -0.745 2.612 -1.163
N -0.912 1.263 -1.237
C -1.534 0.735 -2.349
C -2.048 1.539 -3.321
C -1.498 -0.733 -2.378
C -2.039 -1.530 -3.355
C -1.848 -2.920 -3.344
C -1.080 -3.444 -2.279
C -0.584 -2.628 -1.310
N -0.807 -1.279 -1.331
C -2.413 -3.834 -4.396
C -3.410 -4.780 -3.689
C -1.260 -4.661 -5.001
C -3.132 -3.068 -5.506
H -4.413 4.171 -5.201
H -4.508 3.793 -3.480
H -4.228 2.506 -4.669
H -2.227 4.051 -6.447
H -2.003 2.383 -5.933
H -0.734 3.584 -5.629
H -2.704 5.880 -4.863
H -1.188 5.561 -4.044
H -2.711 5.633 -3.126
H -1.056 4.513 -2.023
H -0.206 2.984 -0.301
H -2.542 1.098 -4.174
H -2.603 -1.075 -4.156
H -0.875 -4.504 -2.217
H 0.007 -3.001 -0.484
H -2.930 -5.391 -2.923
H -3.828 -5.454 -4.435
H -4.232 -4.227 -3.232
H -0.775 -5.308 -4.270
H -0.503 -4.020 -5.456
H -1.671 -5.303 -5.778
H -3.997 -2.513 -5.136
H -3.507 -3.783 -6.236
H -2.463 -2.388 -6.038
Cl 0.673 3.666 2.284
C -0.714 2.872 2.929
Cl -1.439 1.605 1.748
H -1.553 3.554 3.017
H -0.503 2.307 3.827
F 2.481 -0.988 -1.029
B 1.427 -0.375 -1.421
F 1.216 0.052 -2.630
Cl -0.977 -1.916 4.083
C -1.511 -2.626 2.634
Cl -1.988 -1.372 1.269
H -2.491 -3.087 2.739
H -0.771 -3.265 2.167
F 1.005 -1.243 1.263
Sb 2.363 -0.025 2.353
F 1.404 1.058 0.699
F 3.655 -0.563 1.170
F 3.206 1.496 2.926
F 2.603 -1.406 3.536
F 0.756 0.471 3.158
*
```

Summary:
E_HOMO (alpha / beta): -18.9 / -18.9 eV
energy above the lowest of the compared OMol25 structures with the same formula, charge and spin: 0.00 kJ/mol
orbital gap (alpha / beta): 6.2 / 5.9 eV
expectation value of S²: 0.763
LUMO (alpha / beta): -12.687 / -13.081 eV



(7)
This record from the Open Molecules 2025 dataset describes a single CH2Cl2 molecule in a non-equilibrium geometry. The level of theory is ωB97M-V/def2-TZVPD.

Structure (ORCA input):
```
! wB97M-V def2-TZVPD RIJCOSX def2/J DEFGRID3
* xyz 0 1
C 0.025 0.658 -0.038
H 0.195 1.334 -0.758
H 0.018 1.238 0.944
Cl 1.544 -0.200 0.004
Cl -1.565 -0.183 -0.001
*
```

Summary:
SMILES string: ClCCl
E_HOMO: -10.9 eV
energy above the lowest of the compared OMol25 structures with the same formula, charge and spin: 44.68 kJ/mol
orbital gap: 11.8 eV
LUMO: 0.963 eV



(8)
This record from the Open Molecules 2025 dataset describes 8 unconnected molecules or ions with the total composition H16O7S in a non-equilibrium geometry. The level of theory is ωB97M-V/def2-TZVPD.

Structure (ORCA input):
```
! wB97M-V def2-TZVPD RIJCOSX def2/J DEFGRID3
* xyz 0 1
S 3.048 1.872 -2.865
H 1.997 2.387 -2.179
H 3.794 1.438 -1.847
H 2.507 -0.496 1.702
H 1.757 -1.281 0.536
O 2.529 -0.759 0.779
H -1.351 -2.273 -2.688
H -0.270 -1.211 -2.453
O -0.813 -1.872 -2.005
H -2.875 1.225 1.013
H -3.120 2.470 1.843
O -3.321 2.094 0.971
H -1.107 2.836 -1.519
H -0.402 2.928 -2.915
O -0.307 3.103 -1.979
H 0.213 -1.753 1.186
H 0.005 -2.180 -0.441
O 0.237 -2.403 0.477
H -1.353 -0.902 0.610
H -2.647 -0.506 0.239
O -2.122 -0.512 1.059
H 0.560 -0.973 3.688
H 1.619 -2.072 3.501
O 1.422 -1.159 3.286
*
```

Summary:
SMILES string: O.O.O.O.O.O.O.S
E_HOMO: -9.4 eV
energy above the lowest of the compared OMol25 structures with the same formula, charge and spin: 179.58 kJ/mol
orbital gap: 9.3 eV
LUMO: -0.114 eV



(9)
This record from the Open Molecules 2025 dataset describes 3 unconnected molecules or ions with the total composition C4H13NO2 in a non-equilibrium geometry. The level of theory is ωB97M-V/def2-TZVPD.

Structure (ORCA input):
```
! wB97M-V def2-TZVPD RIJCOSX def2/J DEFGRID3
* xyz 0 1
C 1.628 -1.488 -0.671
C 0.346 -1.784 -1.077
O 1.779 0.224 0.636
O 2.113 1.321 -0.257
H 3.049 1.445 -0.061
H 2.079 -2.036 0.147
H 2.318 -1.009 -1.353
H -0.171 -2.617 -0.613
H -0.545 -0.457 -0.271
H 0.066 -1.610 -2.110
C -1.683 0.046 1.460
C -1.156 1.585 -0.388
N -0.748 0.419 0.400
H 0.425 0.479 0.706
H -0.369 1.796 -1.108
H -2.670 -0.182 1.047
H -1.784 0.860 2.180
H -1.306 -0.842 1.967
H -1.266 2.454 0.262
H -2.105 1.396 -0.897
*
```

Summary:
E_HOMO: -7.7 eV
energy above the lowest of the compared OMol25 structures with the same formula, charge and spin: 543.00 kJ/mol
orbital gap: 8.5 eV
LUMO: 0.860 eV



(10)
This record from the Open Molecules 2025 dataset describes a single C5H8N2 molecule in a non-equilibrium geometry. The level of theory is ωB97M-V/def2-TZVPD.

Structure (ORCA input):
```
! wB97M-V def2-TZVPD RIJCOSX def2/J DEFGRID3
* xyz 0 1
C -0.221 -1.638 0.275
C 0.348 0.299 1.752
C 0.868 -0.881 0.950
C 0.549 0.516 0.308
C -0.733 0.983 -1.730
N -0.963 -0.986 -0.492
N -0.562 0.304 -0.527
H -0.476 -2.670 0.334
H -0.635 0.322 2.065
H 1.069 0.671 2.439
H 1.800 -1.409 0.918
H 1.253 1.111 -0.212
H -1.477 0.489 -2.351
H -1.178 1.937 -1.483
H 0.358 0.950 -2.248
*
```

Summary:
SMILES string: CN1N=C[C@@H]2C[C@@H]21
E_HOMO: -8.0 eV
energy above the lowest of the compared OMol25 structures with the same formula, charge and spin: 292.90 kJ/mol
orbital gap: 9.1 eV
LUMO: 1.097 eV



(11)
This record from the Open Molecules 2025 dataset describes a molecular structure, C14H30CdN5OPS5Sb. The level of theory is ωB97M-V/def2-TZVPD.

Structure (ORCA input):
```
! wB97M-V def2-TZVPD RIJCOSX def2/J DEFGRID3
* xyz -1 1
Cd 2.518 -0.026 0.989
S 0.317 3.408 3.442
Sb 2.353 2.507 2.982
S 2.276 0.101 3.392
S 2.670 2.395 0.548
S 4.202 3.421 3.907
C 5.438 2.307 -2.055
N 5.106 1.232 -1.142
C 5.049 -0.042 -1.468
N 5.520 -0.389 -2.698
S 4.520 -1.279 -0.412
H 5.606 3.202 -1.463
H 4.622 2.514 -2.753
H 6.350 2.084 -2.611
H 4.630 1.525 -0.277
H 5.560 0.299 -3.429
H 5.336 -1.339 -2.971
O 0.727 -0.722 -0.255
P -0.721 -0.564 0.075
N -1.015 -0.845 1.653
C -0.364 -2.000 2.307
C -1.135 -2.158 3.615
C -2.529 -1.635 3.272
C -2.211 -0.423 2.403
N -1.556 -1.596 -0.900
C -2.969 -1.915 -0.740
C -3.385 -2.347 -2.143
C -2.135 -3.067 -2.657
C -0.967 -2.258 -2.074
N -1.414 0.900 -0.162
C -0.898 2.081 0.583
C -1.888 3.167 0.167
C -2.302 2.786 -1.275
C -1.703 1.385 -1.515
H 0.691 -1.796 2.486
H -0.451 -2.895 1.679
H -0.680 -1.519 4.375
H -1.126 -3.186 3.976
H -3.118 -1.370 4.150
H -3.083 -2.381 2.693
H -1.969 0.438 3.033
H -3.021 -0.133 1.736
H -3.533 -1.052 -0.377
H -3.117 -2.737 -0.029
H -3.588 -1.466 -2.757
H -4.275 -2.976 -2.139
H -2.092 -3.107 -3.746
H -2.114 -4.092 -2.281
H -0.592 -1.521 -2.789
H -0.126 -2.889 -1.791
H 0.116 2.331 0.251
H -0.858 1.907 1.655
H -1.433 4.154 0.237
H -2.755 3.151 0.829
H -1.923 3.495 -2.010
H -3.388 2.758 -1.374
H -0.785 1.463 -2.110
H -2.386 0.711 -2.031
*
```

Summary:
E_HOMO: -3.9 eV
orbital gap: 6.2 eV
LUMO: 2.234 eV



Number 1: E_tot -7915.6053 hartree. Number 2: E_tot -4341.1518 hartree. Number 3: E_tot -1621.5256 hartree. Number 4: E_tot -335.5631 hartree. Number 5: E_tot -324.8690 hartree. Number 6: E_tot -3883.0063 hartree. Number 7: E_tot -959.6634 hartree. Number 8: E_tot -934.4252 hartree. Number 9: E_tot -365.2357 hartree. Number 10: E_tot -304.7239 hartree. Number 11: E_tot -3641.0542 hartree.